# C36H76N4O4

A cluster of 4 separate species, C36H76N4O4 in total at a distorted geometry (ωB97M-V with the def2-TZVPD basis set, OMol25).

Geometry as XYZ:
```
120
Properties=species:S:1:pos:R:3:forces:R:3:lowdin_charge:R:1
H 3.528 -5.121 -11.279 -0.255 0.301 0.599 0.116
H 4.524 -3.570 -15.664 0.360 0.293 -0.277 0.074
H -3.159 2.104 0.161 -0.044 0.183 -0.051 0.114
H -8.027 8.690 5.364 -0.014 -0.166 -0.124 0.091
H 1.365 -5.581 -14.979 0.529 -0.159 -0.008 0.069
C 2.953 -4.154 -14.436 1.431 0.623 3.372 -0.458
H 2.624 -6.982 -13.399 0.022 0.218 -0.494 0.109
C 3.849 -3.006 -15.021 -0.917 -1.690 -1.141 -0.021
N -1.785 -0.775 -0.975 -1.693 3.589 -1.303 -0.158
H -7.348 9.308 7.367 0.015 0.290 -0.021 0.069
H -5.024 -0.899 -2.120 0.225 -0.607 -0.322 0.115
H 3.283 -2.641 8.544 -0.988 -0.206 0.544 0.088
C 2.065 -4.871 -15.419 -0.346 0.828 -1.079 -0.028
O -7.608 9.473 4.999 1.160 0.629 -0.483 -0.045
H 1.444 -4.179 -15.990 -0.152 0.335 0.187 0.085
H -4.638 11.409 7.130 -0.425 -0.293 0.715 0.085
C -2.547 -2.302 -2.822 0.769 1.005 -0.126 -0.036
N -6.213 9.102 5.003 1.636 -0.666 -0.792 -0.072
C 7.162 -3.668 9.480 -0.028 0.910 -0.704 -0.194
H -5.825 8.551 1.507 0.167 0.182 0.148 0.074
O 3.827 -4.947 10.405 -0.306 -1.218 -0.048 -0.018
H -4.476 -2.860 -0.961 0.017 -0.325 -0.123 0.078
H -6.407 11.459 6.654 0.256 0.315 0.035 0.089
H 2.384 -2.841 -10.787 0.412 -0.555 0.332 0.088
C 3.925 -5.211 -13.807 0.047 -0.767 -1.980 -0.165
H 5.241 -2.181 7.690 0.046 -0.154 0.320 0.106
H 0.301 -5.953 -13.210 1.043 -0.195 -0.074 0.061
H -7.304 8.696 2.454 0.040 0.413 -0.002 0.070
H 4.456 -2.422 -14.329 -0.475 -0.212 0.266 0.085
H 1.516 -4.324 -10.024 0.795 0.096 0.089 0.082
H 0.677 -3.088 -10.766 -0.238 0.351 -0.290 0.072
H 5.989 -3.483 11.838 0.815 0.607 0.182 0.081
C -6.274 9.166 7.483 -0.626 -1.158 0.031 -0.073
C -3.271 9.112 5.040 -1.223 -2.273 1.369 -0.155
C 1.625 -3.621 -10.849 -2.096 0.623 -0.839 -0.042
H 3.385 -4.301 10.961 0.103 0.290 -0.109 0.108
H 7.435 -4.623 11.999 -0.156 0.103 -0.447 0.090
C 0.326 -4.987 -12.706 -0.189 -0.420 1.250 -0.023
H -2.107 0.749 2.175 -0.295 -0.217 -0.093 0.087
C -1.951 0.371 -0.023 1.018 0.986 1.055 -0.452
H 7.745 -2.698 7.649 -0.090 -0.081 -0.222 0.102
H -2.356 8.586 5.311 0.464 -0.176 -1.237 0.093
C -5.403 11.111 6.413 1.153 0.246 -1.285 -0.047
H -1.917 -0.999 1.676 1.163 0.309 0.276 0.080
C 2.649 -5.546 -11.763 1.402 -0.541 -1.713 -0.150
H -2.976 -3.208 -0.098 0.333 0.012 -0.393 0.080
H -0.141 -1.530 -1.248 0.299 -0.087 0.043 0.116
H 0.082 0.352 0.742 0.136 0.265 0.122 0.069
H -6.209 11.040 3.476 0.240 1.280 -0.280 0.080
C -2.336 -0.021 1.439 -0.863 -1.724 -1.384 -0.042
N 4.775 -4.252 9.647 2.226 0.665 1.534 -0.108
H -1.800 -1.719 -3.360 -0.078 0.346 -0.280 0.080
H -6.147 8.106 7.704 0.022 -0.260 -0.275 0.074
H -3.557 9.243 7.204 0.013 -0.141 0.187 0.102
H 8.110 -3.835 9.990 0.410 -0.277 -0.697 0.117
N 2.250 -3.543 -13.241 3.707 -2.608 -0.203 -0.175
H -4.121 7.697 6.525 -0.557 0.154 -0.194 0.109
C -4.054 -0.415 -2.011 1.322 -1.243 -0.950 -0.149
H 2.412 -4.345 8.383 -0.417 0.716 0.576 0.088
H -6.331 7.307 2.614 0.434 -0.065 0.553 0.071
H -4.068 7.495 3.600 0.049 0.049 0.452 0.112
H -3.764 -0.043 -2.993 0.059 0.246 -0.067 0.115
H 6.656 -6.422 8.728 -0.089 0.017 0.154 0.047
C 4.503 -4.276 8.228 0.599 3.039 -0.443 -0.558
C 7.107 -3.521 7.971 -2.069 -0.039 0.150 -0.136
H -0.254 -5.238 -11.818 -0.421 0.396 0.121 0.072
H 5.680 -5.060 12.094 0.463 -0.678 0.348 0.069
C -2.958 1.378 -0.627 0.109 -1.516 1.228 -0.115
H 5.532 -3.524 6.544 -0.353 0.589 -0.334 0.101
H 4.171 -6.833 -12.580 -0.194 -0.408 0.221 0.111
H 2.702 -5.299 -16.193 -0.039 -0.512 0.132 0.090
H -4.740 0.067 -0.200 0.158 0.768 0.733 0.102
H 4.844 -4.868 -13.331 -0.375 0.851 0.292 0.123
C -6.259 8.388 2.493 -0.156 0.354 1.020 -0.040
H -0.046 1.336 -0.709 0.018 -0.144 -0.274 0.070
H 7.369 -4.435 7.439 0.273 0.035 -0.008 0.090
H -0.532 2.037 0.780 -0.660 -0.226 0.301 0.077
C -5.304 10.638 3.021 -1.507 -0.365 0.592 -0.048
H 2.915 -3.391 7.022 0.254 -0.152 -0.222 0.086
H 6.895 -2.663 9.805 -0.296 0.076 0.501 0.120
C 3.313 -6.269 -12.944 -0.432 0.335 1.204 -0.204
C 6.581 -6.189 9.791 0.308 1.465 -0.256 -0.014
H 7.589 -6.324 10.183 0.101 0.081 0.131 0.072
C -4.276 0.639 -1.004 1.066 1.475 0.390 -0.193
O -0.807 -1.582 -0.559 1.823 -2.335 0.837 -0.009
H 4.437 -6.407 8.222 -0.573 -0.014 -0.090 0.089
C -0.536 1.094 0.235 -0.504 -1.138 -1.401 -0.041
C -4.071 8.774 6.366 -0.979 3.562 -2.198 -0.100
C 3.151 -3.610 8.063 0.217 -0.300 -0.668 -0.044
H -0.265 -4.380 -13.393 0.240 0.617 0.458 0.076
H -4.957 1.432 -1.314 -0.410 -0.355 -0.246 0.112
C -3.596 -2.408 -0.502 -0.420 -0.314 -0.353 -0.035
H 2.225 -6.321 -11.124 -0.586 0.593 0.288 0.123
H -2.991 10.159 4.917 -0.435 0.074 0.165 0.097
C -2.922 -1.485 -1.578 -2.000 0.087 1.955 -0.445
C -5.480 9.599 6.225 -0.107 -1.943 1.591 -0.470
H -2.418 1.885 -1.426 -0.566 -0.034 -0.459 0.117
H -5.449 10.668 1.941 -0.054 -0.319 0.014 0.072
H 3.236 -2.396 -15.685 0.136 0.357 0.201 0.075
C -4.081 8.570 3.776 1.561 1.654 0.856 -0.131
C -5.463 9.206 3.614 -0.874 -0.991 -0.060 -0.432
H 1.659 -1.912 -13.064 -0.599 0.876 -0.418 0.112
H -3.422 -2.358 -3.469 0.061 -0.446 0.061 0.082
H -3.507 9.090 3.009 0.034 -0.739 -0.743 0.102
C 5.537 -3.225 7.592 1.803 -2.125 -0.230 -0.073
H -5.004 11.624 5.539 -0.486 0.020 -0.423 0.061
C 1.711 -4.390 -12.195 -1.364 -1.649 0.017 -0.464
H -4.389 11.206 3.189 -0.132 -0.157 0.708 0.076
H -3.997 -1.925 0.389 0.165 0.502 -0.225 0.055
H -3.349 -0.422 1.414 -0.638 1.147 0.520 0.047
H -2.027 -3.253 -2.703 -0.570 -0.209 0.530 0.081
C 6.176 -4.633 10.071 0.389 -2.201 0.784 -0.446
H 5.633 -5.717 7.245 -0.038 -0.130 -0.396 0.061
H 3.994 -5.698 6.629 -0.217 0.236 0.189 0.096
C 4.591 -5.577 7.532 1.129 -1.651 -0.242 -0.041
O 1.386 -2.602 -13.672 -1.591 1.739 0.126 -0.001
H -5.997 9.640 8.425 0.331 0.489 -0.319 0.085
C 6.436 -4.449 11.601 -3.144 0.003 -0.338 -0.053
H 4.335 -5.799 -14.628 0.145 0.287 -0.640 0.111
H 5.969 -6.949 10.278 -0.371 0.396 0.041 0.078
```
Positions in Å, forces in eV/Å.

Kohn-Sham gap, eV: 8.8124
Total energy, eV: -52705.3199
SMILES string: CC1(C)CCCC(C)(C)N1O.CC1(C)CCCC(C)(C)N1O.CC1(C)CCCC(C)(C)N1O.CC1(C)CCCC(C)(C)N1O
ΔE to the lowest compared entry with this formula, charge and spin, eV: 5.119
Spin multiplicity: 1